Computed, not measured: C45H48BiBrCl5N9OP2S2Si as an isolated structure, with ωB97M-V/def2-TZVPD.

Last column: Löwdin charge in e.
Atoms and positions in Å:
Bi -0.513 0.192 0.232  1.5096
S 0.383 2.744 -2.746  0.2355
P -0.114 0.928 -3.230  0.3107
C -0.888 0.014 -1.965  -0.7797
P -1.564 -1.585 -2.077  0.4131
S -2.090 -2.115 -0.230  0.2568
C -3.026 -1.666 -3.201  -0.3390
C -2.932 -1.887 -4.573  -0.1102
C -4.078 -2.018 -5.335  -0.0974
C -5.325 -1.924 -4.735  -0.1047
C -5.423 -1.671 -3.378  -0.0795
C -4.279 -1.542 -2.612  -0.1137
C -0.589 -3.037 -2.641  -0.3529
C 0.790 -3.057 -2.474  -0.1031
C 1.498 -4.196 -2.814  -0.1181
C 0.837 -5.325 -3.269  -0.0947
C -0.541 -5.308 -3.409  -0.0955
C -1.254 -4.167 -3.100  -0.0997
C -1.341 1.020 -4.586  -0.3450
C -2.687 1.173 -4.277  -0.0949
C -3.607 1.382 -5.288  -0.0867
C -3.183 1.472 -6.606  -0.1068
C -1.836 1.356 -6.912  -0.0980
C -0.919 1.130 -5.905  -0.0933
C 1.255 0.043 -4.087  -0.3366
C 2.541 0.562 -4.058  -0.1322
C 3.570 -0.093 -4.713  -0.0878
C 3.323 -1.286 -5.373  -0.0945
C 2.041 -1.811 -5.396  -0.0890
C 1.010 -1.144 -4.766  -0.1170
H -1.967 -1.966 -5.056  0.0972
H -4.001 -2.190 -6.401  0.0990
H -6.218 -2.048 -5.330  0.0907
H -6.394 -1.589 -2.909  0.0983
H -4.333 -1.323 -1.554  0.0445
H 1.300 -2.194 -2.059  0.1011
H 2.573 -4.213 -2.709  0.0652
H 1.394 -6.227 -3.489  0.0941
H -1.062 -6.193 -3.750  0.0931
H -2.333 -4.154 -3.187  0.1040
H -3.005 1.126 -3.242  0.0973
H -4.658 1.484 -5.050  0.1045
H -3.901 1.642 -7.397  0.0903
H -1.501 1.454 -7.937  0.0921
H 0.135 1.049 -6.129  0.1031
H 2.705 1.495 -3.537  0.0391
H 4.568 0.323 -4.720  0.0923
H 4.118 -1.805 -5.894  0.0936
H 1.852 -2.737 -5.923  0.1029
H 0.006 -1.542 -4.795  0.0836
N -2.252 3.129 1.438  0.1332
C -2.990 2.280 0.666  -0.4653
N -4.253 2.470 0.321  0.0239
N -4.568 1.396 -0.407  -0.0841
N -3.582 0.604 -0.505  -0.1021
N -2.544 1.108 0.178  -0.1781
C -0.896 3.278 1.294  -0.4773
N -0.231 4.302 1.806  0.0252
N 1.043 4.051 1.505  -0.0882
N 1.157 2.958 0.860  -0.0880
N -0.058 2.420 0.687  -0.1787
H -2.738 3.956 1.750  0.1360
Cl 2.608 -5.864 4.696  0.6021
C 2.334 -4.617 3.535  -0.7490
C 1.551 -3.510 3.851  -0.7246
Cl 0.910 -3.384 5.449  0.6376
C 1.298 -2.534 2.913  -0.5970
Cl 0.326 -1.168 3.344  0.6350
C 1.801 -2.583 1.564  -0.5366
O 1.544 -1.742 0.688  -0.2767
C 2.663 -3.711 1.337  -0.6008
Cl 3.424 -3.787 -0.198  0.7349
C 2.898 -4.697 2.265  -0.7298
Cl 3.898 -6.040 1.866  0.6399
C 6.186 -0.989 0.928  -0.1074
C 6.349 0.062 -0.176  -0.6193
C 6.079 -0.679 -1.490  -0.1303
C 7.806 0.532 -0.187  -0.1007
Si 5.092 1.551 0.109  0.5249
Br 3.132 0.632 -0.531  0.5949
C 4.955 2.074 1.984  -0.6099
C 6.337 2.172 2.644  -0.1004
C 4.271 3.433 2.140  -0.1130
C 4.075 1.066 2.729  -0.1151
C 5.364 3.061 -1.103  -0.6189
C 5.608 2.557 -2.530  -0.1097
C 6.552 3.942 -0.707  -0.0976
C 4.107 3.934 -1.149  -0.1127
H 6.845 -1.838 0.734  0.0842
H 5.168 -1.369 0.949  0.0588
H 6.439 -0.601 1.911  0.0573
H 6.761 -1.524 -1.576  0.0816
H 6.221 -0.044 -2.357  0.0531
H 5.066 -1.070 -1.512  0.0309
H 8.472 -0.332 -0.195  0.0788
H 8.044 1.128 0.690  0.0598
H 8.014 1.123 -1.075  0.0615
H 7.001 2.813 2.063  0.0640
H 6.809 1.199 2.747  0.0567
H 6.250 2.603 3.642  0.0802
H 4.885 4.242 1.752  0.0612
H 4.099 3.640 3.197  0.0864
H 3.303 3.445 1.648  0.0221
H 4.424 0.043 2.630  0.0589
H 3.059 1.114 2.345  0.0492
H 4.037 1.305 3.793  0.0859
H 6.611 2.149 -2.642  0.0662
H 5.499 3.375 -3.243  0.0853
H 4.885 1.793 -2.792  0.0346
H 7.472 3.363 -0.646  0.0607
H 6.388 4.416 0.257  0.0592
H 6.689 4.735 -1.446  0.0817
H 3.227 3.348 -1.394  0.0212
H 4.216 4.699 -1.918  0.0828
H 3.921 4.442 -0.210  0.0593

Properties
E_HOMO ... -3.0070 eV
Lowest unoccupied orbital energy ... 3.83 eV
Charge ... -2

***

Computed, not measured: C45H48BiBrN5O2P as an isolated structure, with ωB97M-V/def2-TZVPD.

Last column: Löwdin charge in e.
Atoms and positions in Å:
Bi 0.480 -0.627 0.346  2.0503
C 2.785 -2.669 0.387  -0.3211
C 1.846 -2.626 1.556  -0.4222
C 0.796 -3.547 1.255  -0.2786
C 0.952 -3.960 -0.099  -0.2591
C 2.205 -3.494 -0.619  -0.2180
C 2.833 -3.857 -1.946  -0.0233
C 0.118 -5.001 -0.757  -0.0495
C -0.281 -4.044 2.196  -0.0384
C 2.160 -1.897 2.850  -0.1281
C 4.131 -2.056 0.408  -0.0819
H 3.651 -4.575 -1.760  0.0972
H 3.270 -2.961 -2.437  0.0878
H 2.026 -4.311 -2.549  0.0667
H 0.645 -5.962 -0.884  0.0972
H -0.153 -4.676 -1.820  0.0903
H -0.831 -5.152 -0.303  0.0571
H -1.313 -3.624 1.978  0.0812
H -0.074 -3.771 3.265  0.0862
H -0.326 -5.136 2.169  0.0830
H 2.762 -2.545 3.514  0.0934
H 1.195 -1.679 3.293  0.0564
H 2.706 -0.958 2.728  0.0400
H 4.168 -1.216 -0.347  0.0820
H 4.933 -2.787 0.078  0.1021
H 4.437 -1.660 1.408  0.0685
Br 0.586 -6.077 -5.649  0.8010
C -1.141 -5.442 -5.405  -0.7287
C -1.650 -4.491 -6.303  -0.1305
C -2.803 -3.841 -5.984  -0.0243
C -3.478 -4.113 -4.746  -0.2538
C -3.042 -5.253 -3.982  0.0068
C -1.915 -5.958 -4.384  -0.1341
N -4.253 -3.090 -4.278  0.0498
N -4.726 -3.210 -3.030  0.0989
C -4.164 -2.346 -2.155  -0.2029
C -4.492 -2.600 -0.781  0.0066
C -3.732 -2.167 0.262  -0.0059
C -2.521 -1.490 0.017  -0.3790
O -1.614 -1.450 0.983  -0.2801
C -2.253 -1.026 -1.313  -0.1622
N -1.028 -0.375 -1.512  -0.0655
C -0.613 -0.215 -2.799  -0.1095
C -1.519 -0.315 -3.871  -0.0218
C -2.797 -0.835 -3.662  0.0371
C -3.086 -1.383 -2.388  -0.0697
H -1.057 -4.239 -7.236  0.1308
H -3.258 -3.073 -6.631  0.1266
H -3.579 -5.602 -3.107  0.1117
H -1.592 -6.871 -3.880  0.1132
H -5.160 -3.417 -0.687  0.1117
H -4.011 -2.382 1.318  0.1436
H 0.416 0.099 -2.938  0.1033
H -1.145 -0.006 -4.853  0.1189
H -3.523 -0.842 -4.475  0.1255
O 0.544 1.769 0.393  -0.5762
P -0.189 3.125 0.371  0.8237
C 0.233 3.934 -1.159  -0.2763
C 0.843 3.236 -2.177  -0.0923
C 1.009 3.823 -3.417  -0.0512
C 0.600 5.150 -3.606  -0.0543
C 0.136 5.892 -2.544  -0.0734
C 0.064 5.350 -1.272  -0.0576
C -1.952 2.937 0.610  -0.3059
C -2.754 4.031 0.350  -0.0807
C -4.143 3.927 0.447  -0.0696
C -4.784 2.722 0.645  -0.0311
C -3.958 1.571 0.916  -0.0103
C -2.547 1.721 0.906  -0.0728
C 0.368 4.155 1.686  -0.2907
C 1.700 4.588 1.638  -0.0879
C 2.245 5.199 2.740  -0.1064
C 1.461 5.533 3.862  -0.0660
C 0.121 5.065 3.962  -0.0523
C -0.400 4.388 2.840  -0.0571
H 1.270 2.245 -2.051  0.0948
H 1.333 3.219 -4.253  0.1113
H 0.480 5.654 -4.560  0.1186
H -0.146 6.947 -2.720  0.1284
H -0.204 5.930 -0.385  0.1117
H -2.301 5.007 0.121  0.1125
H -4.700 4.866 0.472  0.1194
H -5.864 2.727 0.617  0.1121
H -4.429 0.598 1.136  0.1108
H -1.979 0.837 1.064  0.0423
H 2.376 4.391 0.820  0.1178
H 3.341 5.369 2.749  0.1105
H 1.958 6.177 4.635  0.1232
H -0.388 5.045 4.950  0.1227
H -1.481 4.109 2.883  0.1249
N 4.866 2.216 4.099  0.1777
C 4.693 2.345 5.624  -0.1019
C 3.272 1.879 5.974  -0.2265
N 2.499 1.318 4.844  -0.0048
H 5.700 1.729 3.775  0.1693
H 4.856 3.173 3.761  0.1475
H 3.968 1.747 3.870  0.1004
H 4.796 3.388 5.816  0.1124
H 5.479 1.723 6.085  0.1377
H 2.748 2.762 6.374  0.1191
H 3.390 1.107 6.840  0.1573
H 2.282 0.333 5.075  0.1006
H 1.615 1.845 4.761  0.1014

Properties
E_HOMO (spin up / spin down) ... -11.0339 / -10.7786 eV
Lowest unoccupied orbital energy (spin up / spin down) ... -6.04 / -6.04 eV
Charge ... +2
Energy above the lowest of the compared OMol25 structures with the same formula, charge and spin ... 171.6 kJ/mol

***

Computed, not measured: C45H48N2O9PRuSTe as an isolated structure, with ωB97M-V/def2-TZVPD.

Last column: Löwdin spin population.
Atoms and positions in Å:
Ru -0.702 -1.099 0.778  1.6893
O 3.036 -2.571 -0.322  0.0063
C 1.983 -2.527 0.309  0.0049
O 0.969 -1.839 -0.089  0.0296
C 1.814 -3.361 1.545  0.0050
C 2.484 -4.583 1.560  -0.0004
C 2.377 -5.458 2.627  0.0054
C 1.597 -5.092 3.717  0.0002
C 0.945 -3.871 3.724  0.0049
C 1.038 -2.979 2.650  0.0085
S 0.185 -1.441 2.848  0.0880
H 3.098 -4.819 0.700  -0.0001
H 2.893 -6.409 2.612  0.0004
H 1.489 -5.760 4.563  -0.0001
H 0.331 -3.586 4.569  0.0001
C 2.763 4.234 -1.671  0.0004
C 1.473 3.507 -1.397  0.0003
C 0.246 4.205 -1.949  0.0016
O 1.586 2.189 -1.934  0.0055
C 0.977 1.297 -1.064  0.0203
C 0.777 2.064 0.238  0.0227
O 1.330 3.324 0.014  0.0072
C 2.119 2.027 2.259  0.3770
O 1.444 1.385 1.280  0.1117
C 3.405 1.463 2.582  0.0196
C 3.999 0.542 1.702  0.0839
C 5.198 -0.068 2.020  -0.0079
C 5.847 0.230 3.213  0.0967
C 5.263 1.127 4.102  -0.0076
C 4.055 1.729 3.802  0.0820
C 1.393 3.039 3.002  0.0288
C -0.004 2.933 3.102  0.0601
C -0.735 3.891 3.783  -0.0043
C -0.100 4.977 4.375  0.0689
C 1.282 5.096 4.274  -0.0051
C 2.022 4.141 3.596  0.0594
C -0.640 0.765 -2.783  0.3781
O -0.337 0.913 -1.464  0.1229
C 0.312 0.089 -3.663  0.0285
C 1.043 -0.997 -3.174  0.0473
C 1.983 -1.621 -3.981  -0.0039
C 2.197 -1.183 -5.281  0.0482
C 1.475 -0.102 -5.772  -0.0044
C 0.543 0.535 -4.968  0.0447
C -1.952 1.215 -3.129  0.0259
C -2.540 0.931 -4.380  0.0929
C -3.817 1.363 -4.682  -0.0068
C -4.565 2.079 -3.752  0.1126
C -4.014 2.337 -2.500  -0.0066
C -2.737 1.912 -2.185  0.0932
H 2.943 4.259 -2.745  0.0001
H 3.583 3.713 -1.181  0.0000
H 2.711 5.258 -1.302  0.0000
H 0.352 4.359 -3.023  0.0002
H 0.122 5.172 -1.462  0.0000
H -0.648 3.606 -1.779  0.0009
H 1.584 0.400 -0.945  0.0022
H -0.285 2.124 0.499  0.0024
H 3.502 0.269 0.786  0.0047
H 5.595 -0.804 1.333  -0.0028
H 6.782 -0.253 3.463  0.0065
H 5.736 1.338 5.054  -0.0029
H 3.588 2.369 4.537  0.0043
H -0.498 2.074 2.665  0.0029
H -1.811 3.785 3.857  -0.0019
H -0.674 5.725 4.907  0.0048
H 1.786 5.946 4.717  -0.0020
H 3.090 4.268 3.490  0.0020
H 0.876 -1.360 -2.169  0.0018
H 2.546 -2.450 -3.571  -0.0012
H 2.932 -1.673 -5.907  0.0033
H 1.650 0.261 -6.777  -0.0014
H 0.017 1.406 -5.337  0.0012
H -2.000 0.331 -5.097  0.0042
H -4.241 1.118 -5.647  -0.0032
H -5.566 2.410 -3.991  0.0079
H -4.594 2.869 -1.754  -0.0034
H -2.336 2.087 -1.197  0.0059
C -3.799 -2.184 -3.601  0.0012
C -3.055 -3.392 -3.089  -0.0001
O -3.326 -3.571 -1.687  0.0019
P -2.235 -3.016 -0.647  -0.0002
O -1.779 -1.625 -1.098  0.0296
Te -3.116 -3.164 1.529  0.1135
O -0.976 -3.958 -0.876  -0.0016
C -0.839 -5.270 -0.328  0.0004
C 0.273 -5.947 -1.091  0.0000
H -3.607 -2.043 -4.668  0.0002
H -3.478 -1.288 -3.072  0.0004
H -4.874 -2.304 -3.458  0.0000
H -1.979 -3.303 -3.256  0.0002
H -3.395 -4.308 -3.577  0.0000
H -1.788 -5.807 -0.418  0.0006
H -0.601 -5.173 0.735  0.0000
H -0.025 -6.164 -2.117  0.0000
H 0.550 -6.884 -0.602  0.0000
H 1.156 -5.307 -1.117  0.0000
C -3.579 1.166 4.440  -0.0009
N -3.834 1.183 3.000  -0.0035
C -5.193 0.856 2.570  -0.0011
C -2.862 0.678 2.244  -0.0114
N -2.064 0.187 1.574  -0.0012
H -3.713 0.163 4.855  -0.0001
H -4.274 1.856 4.918  -0.0001
H -2.560 1.493 4.631  -0.0001
H -5.466 -0.164 2.855  -0.0001
H -5.254 0.943 1.489  -0.0001
H -5.879 1.567 3.030  -0.0001

Properties
2S+1 ... 5
E_HOMO (spin up / spin down) ... -3.9038 / -4.1568 eV
Lowest unoccupied orbital energy (spin up / spin down) ... 2.24 / 1.85 eV
<S²> ... 6.082
Charge ... -1
Energy above the lowest of the compared OMol25 structures with the same formula, charge and spin ... 0.0 kJ/mol

***

Computed, not measured: C45H49BBrF3N4O7SSbY as an isolated structure, with ωB97M-V/def2-TZVPD.

Last column: Löwdin charge in e.
Atoms and positions in Å:
Y 0.786 0.147 -0.492  1.0997
C 3.719 0.313 3.332  -0.0060
O 2.871 1.486 3.219  0.0094
C 1.815 1.373 2.439  -0.5710
O 1.564 0.366 1.762  -0.1377
N 1.006 2.438 2.514  0.0404
N -0.175 2.434 1.778  0.0797
H 4.637 0.657 3.794  0.1092
H 3.921 -0.118 2.362  0.0373
H 3.230 -0.420 3.973  0.1037
H 1.298 3.228 3.069  0.1669
H -0.152 3.112 1.024  0.0615
H -0.972 2.605 2.381  0.0873
Br -1.742 -0.270 -1.482  0.1006
C 1.597 -3.447 2.239  0.0106
N 3.000 -3.391 1.762  -0.1560
C 3.594 -4.751 1.614  0.0097
C 3.148 -2.521 0.539  -0.1178
C 2.467 -2.888 -0.750  -0.2679
C 2.934 -4.014 -1.434  -0.0570
C 2.418 -4.336 -2.677  -0.0842
C 1.461 -3.509 -3.248  -0.0954
C 1.047 -2.364 -2.579  -0.1685
C 1.519 -2.006 -1.303  -0.2163
H 1.552 -4.022 3.161  0.1071
H 0.998 -3.923 1.465  0.1044
H 1.244 -2.431 2.407  0.0701
H 3.589 -2.909 2.453  0.1459
H 2.903 -5.369 1.046  0.1007
H 3.737 -5.161 2.611  0.1095
H 4.554 -4.648 1.109  0.0753
H 4.214 -2.487 0.402  0.0617
H 2.821 -1.542 0.890  0.0962
H 3.760 -4.594 -1.040  0.1083
H 2.782 -5.206 -3.209  0.1020
H 1.043 -3.754 -4.217  0.0999
H 0.323 -1.728 -3.084  0.0513
C -4.416 4.893 -5.671  -0.0548
C -2.888 4.835 -5.804  -0.5619
C -2.547 3.802 -6.880  -0.0704
C -2.366 6.206 -6.256  -0.0463
C -2.250 4.484 -4.457  -0.1686
C -2.657 5.165 -3.304  -0.0328
C -2.123 4.901 -2.046  0.0224
C -1.155 3.925 -1.977  -0.2180
O -0.484 3.432 -0.885  0.0360
B 0.380 2.398 -1.346  -0.5791
O 0.234 2.343 -2.754  0.0411
C -0.725 3.263 -3.104  -0.2102
C -1.249 3.517 -4.353  0.0712
H -4.869 5.030 -6.655  0.0826
H -4.742 5.722 -5.043  0.0722
H -4.805 3.969 -5.241  0.0931
H -3.094 4.036 -7.795  0.0836
H -2.826 2.793 -6.571  0.0915
H -1.483 3.806 -7.126  0.0812
H -2.808 6.486 -7.216  0.0848
H -1.281 6.188 -6.371  0.0884
H -2.615 6.979 -5.528  0.0811
H -3.422 5.926 -3.381  0.1053
H -2.465 5.426 -1.164  0.1184
H -0.898 2.955 -5.206  0.1176
F -1.065 -2.453 7.990  0.0631
C -1.190 -2.124 6.691  -0.2837
C -0.566 -0.979 6.233  -0.0084
C -0.699 -0.658 4.890  -0.1506
C -1.457 -1.443 4.019  -0.3851
C -2.049 -2.600 4.522  -0.1026
C -1.922 -2.948 5.861  -0.0022
Sb -1.599 -0.840 1.972  1.4545
C -2.934 -2.352 1.322  -0.4224
C -2.483 -3.307 0.414  -0.1469
C -3.318 -4.319 -0.037  -0.0015
C -4.615 -4.351 0.435  -0.2797
F -5.436 -5.330 0.010  0.0612
C -5.105 -3.420 1.330  -0.0030
C -4.252 -2.419 1.771  -0.1212
C -3.088 0.662 2.240  -0.3923
C -3.950 0.973 1.189  -0.1293
C -4.848 2.026 1.291  0.0055
C -4.868 2.768 2.455  -0.2835
F -5.720 3.807 2.552  0.0603
C -4.048 2.480 3.527  -0.0118
C -3.157 1.420 3.407  -0.1342
H 0.005 -0.367 6.918  0.1200
H -0.185 0.226 4.521  0.0891
H -2.623 -3.246 3.868  0.0933
H -2.383 -3.840 6.263  0.1216
H -1.471 -3.255 0.024  0.0810
H -2.987 -5.058 -0.752  0.1217
H -6.129 -3.490 1.671  0.1202
H -4.625 -1.688 2.478  0.1065
H -3.925 0.395 0.274  0.0524
H -5.524 2.273 0.483  0.1236
H -4.120 3.066 4.433  0.1187
H -2.535 1.173 4.260  0.0866
N 2.852 0.886 -2.237  0.0599
C 3.971 0.269 -1.619  -0.3223
C 4.433 0.852 -0.434  -0.0331
C 5.349 0.184 0.354  -0.0739
C 5.817 -1.065 -0.025  -0.2748
C 5.469 -1.570 -1.270  -0.0568
C 4.546 -0.908 -2.071  -0.0191
S 6.480 -2.148 1.251  0.4581
O 5.517 -1.916 2.352  -0.3688
O 6.317 -3.481 0.679  -0.3532
O 7.828 -1.740 1.543  -0.3087
H 2.671 0.612 -3.194  0.1113
H 2.895 1.893 -2.167  0.0799
H 4.030 1.810 -0.117  0.1174
H 5.669 0.601 1.299  0.1176
H 5.856 -2.535 -1.570  0.1231
H 4.211 -1.356 -2.999  0.1232

Properties
E_HOMO ... -8.0301 eV
Lowest unoccupied orbital energy ... -0.08 eV
Charge ... 0
Energy above the lowest of the compared OMol25 structures with the same formula, charge and spin ... 0.0 kJ/mol

***

Calculated DFT total energy (a.u.), listed in the same order as above: -9170.00760, -5297.14229, -3632.82985, -6065.24083